DFT (ωB97M-V with the def2-TZVPD basis set) results for a molecular structure, C10H21Cl2FeO3P in a non-equilibrium geometry.

Structure (XYZ):
```
38
Properties=species:S:1:pos:R:3:lowdin_spin:R:1
Fe 0.1261 -2.2795 0.0858 3.6869
Cl -0.8055 -3.8269 -1.0952 0.1673
Cl 2.2070 -1.5515 0.4601 0.1036
C -1.0297 -1.9862 1.8538 0.4042
H -1.8674 -2.3136 2.3937 0.0302
H -0.0885 -2.0421 2.5607 0.0210
C -1.0583 -0.6555 -0.5366 0.3063
C -1.6347 -1.0433 0.8210 0.1227
H -0.1925 0.0365 -0.5566 0.0186
C -3.1805 -1.4771 0.6453 0.0069
H -1.4583 -0.2396 1.5839 0.0518
C -3.4623 -2.2046 -0.6156 0.0022
H -3.4939 -2.1226 1.4844 0.0008
H -3.7795 -0.5475 0.7109 0.0020
C -3.0903 -1.5224 -1.9703 0.0008
H -2.8464 -3.1266 -0.6024 0.0016
H -4.5050 -2.5134 -0.6859 0.0002
C -1.7986 -0.7124 -1.8827 0.0433
H -2.9934 -2.2987 -2.7387 0.0007
H -3.9356 -0.8606 -2.2405 0.0002
H -1.0460 -1.1575 -2.5565 0.0119
H -1.9991 0.2790 -2.4018 0.0110
C 1.2750 1.7796 2.1090 0.0012
O 1.1626 2.8683 1.1441 0.0003
P 1.3646 2.9881 -0.4865 0.0003
O 2.9687 3.6204 -0.5979 0.0000
C 4.0051 3.3522 0.4367 0.0000
O 1.6551 1.4510 -0.9325 -0.0005
C 2.9403 0.9967 -1.3381 0.0012
H 0.4077 1.1097 2.0431 0.0017
H 1.2867 2.3122 3.0856 0.0000
H 2.2093 1.2090 2.0226 0.0005
H 4.2086 4.2576 1.0276 0.0000
H 3.8583 2.5129 1.1773 0.0000
H 4.9220 3.0868 -0.1028 0.0000
H 3.3327 1.6256 -2.1156 0.0000
H 3.6068 1.0085 -0.4689 0.0007
H 2.7289 -0.0127 -1.7201 0.0002
```

Values from the calculation:
HOMO-LUMO gap (spin up / spin down): 5.769 / 7.038 eV
total charge: -1
LUMO level (spin up / spin down): 2.966 / 2.959 eV
HOMO energy (spin up / spin down): -0.103 / -0.150 Eh
spin multiplicity: 6